Record 1
{
  "formula": "C12H34F6N4O8",
  "method": "wB97M-V/def2-TZVPD",
  "symbols": ["N", "H", "H", "H", "H", "N", "H", "H", "H", "H", "N", "H", "H", "H", "H", "N", "H", "H", "H", "H", "O", "C", "C", "O", "H", "H", "H", "H", "O", "C", "C", "O", "H", "H", "H", "H", "C", "C", "O", "C", "O", "C", "F", "F", "F", "H", "H", "H", "H", "H", "C", "C", "O", "C", "O", "C", "F", "F", "F", "H", "H", "H", "H", "H"],
  "xyz": [[0.28367, 1.14884, 0.35614], [1.16150, 1.47271, 0.73642], [0.03356, 0.18931, 0.54813], [0.37150, 1.23206, -0.64658], [-0.51367, 1.63525, 0.74052], [-0.04844, -3.66800, 3.97523], [0.78357, -3.10271, 4.06633], [-0.68288, -2.88809, 4.07186], [-0.22468, -4.27306, 4.76448], [-0.22223, -4.08056, 3.06986], [0.96346, 6.98540, 2.76662], [0.17950, 6.46785, 2.39563], [1.69293, 6.29244, 2.67842], [0.73859, 7.10849, 3.74354], [1.10471, 7.81394, 2.20656], [0.70679, 2.49616, 6.54629], [1.30033, 1.73691, 6.84854], [-0.17356, 2.10632, 6.24115], [1.25359, 2.89188, 5.79495], [0.61326, 3.05186, 7.38446], [-3.39811, 0.66342, 4.58616], [-4.41377, 1.37470, 3.88497], [-4.29831, 2.93175, 3.41221], [-3.36535, 3.36628, 2.41873], [-5.33935, 1.35999, 4.46047], [-4.60742, 0.89200, 2.92706], [-4.08381, 3.48524, 4.32640], [-5.29869, 3.21893, 3.08839], [4.41907, 2.19875, 3.43418], [5.38511, 1.38580, 4.10507], [5.18337, -0.17442, 4.33446], [4.12107, -0.60219, 5.16748], [5.67897, 1.83289, 5.05474], [6.33122, 1.50722, 3.57761], [6.09646, -0.61073, 4.73942], [5.10442, -0.63922, 3.35170], [-5.44001, -1.66094, -4.22924], [-5.15963, -1.88461, -2.78671], [-5.21750, -3.28449, -2.46795], [-4.12290, -3.85317, -1.88382], [-3.14563, -3.21932, -1.56578], [-4.19751, -5.46393, -1.92076], [-3.24643, -6.04886, -2.62367], [-4.13654, -5.96226, -0.68954], [-5.37466, -5.79521, -2.38527], [-5.63773, -0.59594, -4.35071], [-6.37679, -2.14317, -4.50850], [-4.74534, -1.94319, -5.02037], [-5.92139, -1.41960, -2.16093], [-4.21839, -1.42235, -2.48923], [4.78653, 0.74814, -7.57893], [4.26391, 0.22456, -6.27127], [3.78809, -1.07580, -6.48688], [2.71050, -1.56895, -5.77172], [2.07050, -0.90708, -4.97214], [2.34253, -3.00864, -6.26203], [1.51519, -2.85689, -7.29897], [3.43361, -3.71238, -6.66294], [1.71150, -3.68352, -5.36751], [4.00576, 1.07005, -8.26804], [5.38219, -0.00674, -8.09222], [5.40742, 1.63442, -7.44814], [3.50980, 0.92266, -5.90785], [5.17654, 0.10980, -5.68643]],
  "orbital_gap_ev": 2.32,
  "charge": 0,
  "homo_ev": -3.991
}

Record 2
{
  "formula": "C5H6O",
  "method": "wB97M-V/def2-TZVPD",
  "symbols": ["C", "C", "C", "O", "H", "H", "C", "C", "H", "H", "H", "H"],
  "xyz": [[-1.93672, -1.36932, -1.59863], [-0.95212, -0.74693, -1.29414], [0.28622, -0.01786, -1.08871], [1.36227, -0.56594, -1.03339], [-2.79061, -1.93373, -1.89750], [0.15839, 1.07771, -1.05088], [-0.01238, 0.56086, 1.43863], [1.30327, 0.64717, 1.27463], [-0.67567, 1.38777, 1.19009], [-0.48159, -0.36244, 1.77033], [1.95804, -0.20343, 1.44837], [1.78090, 1.52614, 0.84119]],
  "orbital_gap_ev": 9.89,
  "charge": 0,
  "smiles": "C#CC=O.C=C",
  "homo_ev": -9.877,
  "relative_energy_kcal_mol": 83.17
}

Record 3
{
  "formula": "CaH2O",
  "method": "wB97M-V/def2-TZVPD",
  "symbols": ["O", "H", "H", "Ca"],
  "xyz": [[0.24674, -0.23528, -0.05475], [0.71011, -0.87695, 0.52988], [-0.31463, -0.79310, -0.63952], [-0.64221, 1.90532, 0.16438]],
  "orbital_gap_ev": 12.14,
  "charge": 2,
  "homo_ev": -23.317,
  "relative_energy_kcal_mol": 1.71
}

Record 4
{
  "formula": "C4H11N3",
  "method": "wB97M-V/def2-TZVPD",
  "symbols": ["C", "N", "C", "N", "H", "H", "H", "H", "H", "H", "C", "C", "N", "H", "H", "H", "H", "H"],
  "xyz": [[1.56426, 0.46153, -1.38968], [0.25172, 0.19995, -1.74133], [-0.85557, 0.88494, -1.25751], [-0.89241, 1.90687, -0.49536], [0.05317, -0.80572, -1.83024], [0.02955, 2.33583, -0.41280], [-1.79314, 0.39873, -1.54822], [1.73229, -0.37252, -0.26183], [1.78983, 1.50595, -1.18704], [2.29147, 0.01223, -2.06115], [-0.49808, -0.38536, 2.22744], [-0.15541, -1.19056, 1.01564], [-0.98957, -1.74494, 0.22343], [-1.96843, -1.61386, 0.52656], [1.13740, -1.06506, 0.59498], [-0.40298, 0.67754, 1.99190], [-1.51269, -0.59806, 2.58315], [0.21861, -0.60748, 3.02204]],
  "orbital_gap_ev": 9.47,
  "charge": 0,
  "homo_ev": -8.494,
  "relative_energy_kcal_mol": 92.95
}

Record 5
{
  "formula": "C5H6N2O",
  "method": "wB97M-V/def2-TZVPD",
  "symbols": ["H", "N", "C", "C", "C", "O", "C", "C", "N", "H", "H", "H", "H", "H"],
  "xyz": [[-2.65115, -0.27693, -0.87307], [-2.17240, -0.98599, -0.37274], [-0.92899, -0.56613, -0.18426], [0.33258, -1.29894, 0.24715], [1.33570, -0.45146, -0.52935], [2.49304, -0.72201, -0.28133], [0.76649, 0.99137, -0.58346], [-0.00924, 1.33656, 0.52100], [-0.76145, 0.82784, -0.55419], [0.69391, -1.13654, 1.40486], [-0.08814, -2.49825, 0.19426], [1.29298, 1.65155, -1.40781], [-0.04126, 0.70383, 1.44374], [-0.26208, 2.42507, 0.97521]],
  "orbital_gap_ev": 9.74,
  "charge": 0,
  "smiles": "[H]/N=C1/CC(=O)[C@@H]2CN12",
  "homo_ev": -9.983,
  "relative_energy_kcal_mol": 99.81
}

Record 6
{
  "formula": "C3H12FO3",
  "method": "wB97M-V/def2-TZVPD",
  "symbols": ["F", "C", "O", "H", "H", "H", "H", "C", "O", "H", "H", "H", "H", "C", "O", "H", "H", "H", "H"],
  "xyz": [[0.53794, -0.08413, 1.97524], [-0.76350, 1.88389, -0.78162], [-0.90841, 1.70726, 0.63657], [0.19522, 2.34022, -1.02804], [-0.83962, 0.94015, -1.32168], [-1.50933, 2.53909, -1.23168], [-0.23093, 1.16681, 1.04951], [2.50366, -0.34092, -0.91788], [2.53799, 0.53040, 0.12783], [3.00425, -1.25864, -0.60917], [1.48001, -0.64984, -1.12956], [2.82629, 0.14816, -1.83702], [1.88650, 0.30830, 0.79702], [-2.10693, -1.63484, 0.67215], [-0.87956, -1.43224, 0.03439], [-2.01422, -2.07800, 1.66368], [-2.57043, -0.69074, 0.95840], [-2.77825, -2.34442, 0.18850], [-0.37067, -1.05051, 0.75335]],
  "orbital_gap_ev": 9.74,
  "charge": -1,
  "homo_ev": -5.771,
  "relative_energy_kcal_mol": 0.00
}

Record 7
{
  "formula": "C5H6AgO2",
  "method": "wB97M-V/def2-TZVPD",
  "symbols": ["C", "C", "C", "C", "O", "Ag", "H", "H", "H", "H", "C", "O", "H", "H"],
  "xyz": [[-1.23656, -1.94492, 0.00116], [-0.60225, -0.86783, -0.01331], [0.57534, -0.01936, -0.26536], [1.51685, 0.01624, 0.90764], [2.72374, 0.08348, 0.80580], [4.33849, -0.38972, -0.84105], [-1.46015, -2.99198, -0.13716], [0.23831, 1.02114, -0.42415], [1.10962, -0.32520, -1.17487], [1.04788, 0.02066, 1.91178], [-2.64421, -0.43042, 0.54817], [-3.50388, 0.22791, -0.24473], [-2.79101, -0.07077, 1.58577], [-3.26376, 0.09940, -1.17139]],
  "orbital_gap_ev": [6.13, 6.66],
  "spin_multiplicity": 2,
  "charge": 0,
  "homo_ev": [-5.978, -7.030],
  "relative_energy_kcal_mol": 41.28
}

Record 8
{
  "formula": "C5H8N2",
  "method": "wB97M-V/def2-TZVPD",
  "symbols": ["C", "C", "C", "N", "C", "C", "N", "H", "H", "H", "H", "H", "H", "H", "H"],
  "xyz": [[1.81268, -0.90225, -0.32327], [0.31920, -0.71266, -0.21214], [-0.48196, -0.94767, 1.01758], [-0.10998, 0.39870, 0.62628], [-1.24344, 1.16513, 0.15356], [-0.84525, 2.10978, -0.89330], [-0.50725, 2.85492, -1.70944], [2.30429, -0.68584, 0.62957], [2.21603, -0.20654, -1.06743], [2.07630, -1.91800, -0.63515], [-0.23083, -0.87295, -1.14376], [-1.53656, -1.19032, 0.86732], [-0.06143, -1.33562, 1.93784], [-2.04636, 0.52086, -0.24258], [-1.66545, 1.72246, 0.99491]],
  "orbital_gap_ev": 10.87,
  "charge": 0,
  "smiles": "C[C@H]1CN1CC#N",
  "homo_ev": -9.954,
  "relative_energy_kcal_mol": 38.67
}

Calculated calculated total energy, -51620.405, -7325.678, -20500.857, -8793.588, -10305.275, -12166.316, -13366.959, -8293.319 eV (same order as the records).